(1)
{
  "formula": "C4H6BClO2S",
  "method": "ωB97M-V/def2-TZVPD",
  "energy_ev": -32376.713,
  "lumo_energy_ev": 0.5,
  "e_homo_ha": -0.338,
  "smiles": "OB(O)c1ccsc1.Cl",
  "homo_lumo_gap_ev": 9.668,
  "mol_weight_g_mol": 164.42,
  "elements": ["O", "B", "O", "C", "C", "C", "S", "C", "H", "H", "H", "H", "H", "Cl", "H"],
  "positions_angstrom": [[1.34, -1.67, 0.50], [1.40, -0.35, 0.74], [2.25, 0.06, 1.61], [0.38, 0.59, -0.12], [0.01, 0.28, -1.44], [-0.98, 1.06, -1.84], [-1.59, 2.06, -0.66], [-0.38, 1.56, 0.42], [0.60, -2.06, 0.10], [2.68, -0.67, 2.04], [0.49, -0.52, -1.85], [-1.41, 1.12, -2.80], [-0.24, 1.87, 1.43], [-2.34, -2.27, 0.80], [-2.22, -1.06, 1.07]],
  "nbo_charge": [-0.901, 1.082, -0.860, -0.379, -0.253, -0.433, 0.479, -0.428, 0.502, 0.497, 0.218, 0.233, 0.242, -0.264, 0.264]
}

---

(2)
{
  "formula": "C4H6BNO2S",
  "method": "ωB97M-V/def2-TZVPD",
  "energy_ev": -21341.621,
  "lumo_energy_ev": 0.2,
  "e_homo_ha": -0.336,
  "homo_lumo_gap_ev": 9.331,
  "mol_weight_g_mol": 142.98,
  "elements": ["B", "C", "C", "C", "C", "N", "O", "O", "S", "H", "H", "H", "H", "H", "H"],
  "positions_angstrom": [[1.47, -1.61, -0.04], [-1.49, 2.47, -0.21], [-2.19, 1.95, 0.83], [-0.57, 0.45, -0.22], [0.48, -1.16, -1.23], [-0.64, 1.57, -0.82], [1.04, -1.82, 1.26], [2.79, -1.79, -0.26], [-1.78, 0.27, 1.03], [-1.42, 3.58, -0.42], [-3.01, 2.26, 1.29], [-0.51, -1.52, -1.43], [0.84, -0.69, -2.12], [1.83, -1.93, 1.78], [3.17, -2.02, 0.55]],
  "nbo_charge": [1.056, -0.057, -0.424, 0.073, -0.616, -0.507, -0.871, -0.858, 0.370, 0.219, 0.216, 0.237, 0.230, 0.467, 0.466]
}

---

(3)
{
  "formula": "C4H6BNO2S",
  "method": "ωB97M-V/def2-TZVPD",
  "energy_ev": -21344.000,
  "lumo_energy_ev": 0.3,
  "e_homo_ha": -0.318,
  "smiles": "Cc1ncsc1B(O)O",
  "homo_lumo_gap_ev": 8.984,
  "mol_weight_g_mol": 142.98,
  "elements": ["C", "C", "N", "C", "S", "C", "B", "O", "O", "H", "H", "H", "H", "H", "H"],
  "positions_angstrom": [[-0.20, 0.66, 2.02], [-0.82, 0.13, 0.75], [-2.16, 0.22, 0.53], [-2.54, -0.04, -0.64], [-1.30, -0.37, -1.77], [-0.14, -0.17, -0.56], [1.29, -0.36, -0.91], [2.40, -0.26, -0.06], [1.55, -0.67, -2.22], [0.21, -0.26, 2.44], [0.58, 1.37, 1.57], [-0.96, 1.08, 2.66], [-3.54, -0.16, -0.91], [3.17, -0.64, -0.32], [2.46, -0.58, -2.58]],
  "nbo_charge": [-0.662, 0.262, -0.460, -0.135, 0.506, -0.708, 1.087, -0.890, -0.904, 0.236, 0.244, 0.240, 0.208, 0.481, 0.496]
}

---

(4)
{
  "formula": "C4H6BiO2",
  "method": "ωB97M-V/def2-TZVPD",
  "energy_ev": -14153.779,
  "multiplicity": 2,
  "charge": 2,
  "lumo_energy_ev": [-12.9, -12.7],
  "e_homo_ha": [-0.609, -0.605],
  "homo_lumo_gap_ev": [3.694, 3.732],
  "mol_weight_g_mol": 295.07,
  "elements": ["C", "O", "H", "H", "C", "C", "C", "O", "Bi", "H", "H", "H", "H"],
  "positions_angstrom": [[-2.31, -0.28, -1.97], [-3.45, -0.26, -2.68], [-1.51, 0.26, -2.47], [-4.07, -0.94, -2.39], [-0.08, -2.87, -0.96], [-0.61, -1.68, -0.59], [-1.99, -1.27, -0.95], [-2.38, 0.09, -0.55], [-3.79, 0.88, 0.75], [-0.75, -3.67, -1.29], [0.12, -0.86, -0.51], [0.08, -2.99, 0.25], [-2.78, -2.00, -0.71]],
  "nbo_charge": [0.388, -0.608, 0.255, 0.500, -0.307, -0.258, 0.034, -0.721, 1.691, 0.210, 0.261, 0.320, 0.234]
}

---

(5)
{
  "formula": "C4H6Br2Cl2O2",
  "method": "ωB97M-V/def2-TZVPD",
  "energy_ev": -173466.411,
  "lumo_energy_ev": [-0.4, -0.5],
  "e_homo_ha": [-0.322, -0.301],
  "homo_lumo_gap_ev": [8.370, 7.715],
  "mol_weight_g_mol": 316.80,
  "elements": ["C", "C", "C", "C", "O", "O", "Cl", "Cl", "Br", "Br", "H", "H", "H", "H", "H", "H"],
  "positions_angstrom": [[1.86, 0.25, 0.43], [-1.46, -1.30, 0.61], [1.33, -0.86, -0.36], [-2.15, -1.03, -0.71], [-1.76, -1.91, -1.72], [-1.87, 0.23, -1.04], [-1.33, -2.99, 0.98], [-3.96, -1.07, -0.35], [1.07, -0.76, -2.19], [1.93, -2.60, 0.21], [2.43, -0.13, 1.24], [1.07, 0.84, 0.74], [2.49, 0.82, -0.23], [-1.26, -0.37, 1.32], [-1.48, -2.78, -1.23], [-2.25, 0.33, -1.92]],
  "nbo_charge": [-0.729, -0.221, -0.168, 0.454, -0.705, -0.680, 0.040, -0.139, 0.144, 0.057, 0.239, 0.233, 0.231, 0.257, 0.497, 0.491]
}

---

(6)
{
  "formula": "C4H6Br2I2",
  "method": "ωB97M-V/def2-TZVPD",
  "energy_ev": -160530.958,
  "lumo_energy_ev": -1.4,
  "e_homo_ha": -0.342,
  "homo_lumo_gap_ev": 7.935,
  "mol_weight_g_mol": 467.71,
  "elements": ["C", "C", "C", "C", "Br", "Br", "I", "I", "H", "H", "H", "H", "H", "H"],
  "positions_angstrom": [[0.37, 0.08, -1.94], [-0.37, -0.10, 1.93], [0.52, 0.23, -0.46], [-0.63, -0.10, 0.44], [2.09, -1.49, 0.03], [-1.38, -1.85, -0.05], [1.51, 2.04, 0.07], [-2.20, 1.40, 0.02], [0.03, -0.92, -2.19], [-0.34, 0.80, -2.32], [1.33, 0.25, -2.43], [-1.29, -0.34, 2.46], [0.37, -0.86, 2.17], [-0.02, 0.87, 2.28]],
  "nbo_charge": [-0.760, -0.706, -0.065, -0.277, -0.160, 0.073, 0.252, 0.171, 0.252, 0.246, 0.247, 0.238, 0.251, 0.237]
}

---

(7)
{
  "formula": "C4H6Br2N2S",
  "method": "ωB97M-V/def2-TZVPD",
  "energy_ev": -158141.440,
  "lumo_energy_ev": [-1.2, -1.2],
  "e_homo_ha": [-0.314, -0.314],
  "smiles": "BrCC1=N[C@@H]1Br.CN=S",
  "homo_lumo_gap_ev": [7.333, 7.334],
  "mol_weight_g_mol": 273.98,
  "elements": ["Br", "C", "C", "N", "C", "Br", "H", "H", "H", "C", "N", "S", "H", "H", "H"],
  "positions_angstrom": [[1.71, -2.31, 0.57], [0.77, -1.53, -0.86], [-0.60, -1.47, -0.72], [-1.70, -1.41, -1.40], [-1.82, -1.29, 0.03], [-2.33, 0.39, 0.79], [1.04, -0.40, -0.89], [1.06, -1.97, -1.85], [-2.34, -2.11, 0.50], [0.94, 2.01, 1.05], [0.69, 1.59, -0.26], [-0.45, 2.17, -1.15], [1.20, 1.21, 1.65], [1.78, 2.62, 1.15], [0.05, 2.51, 1.41]],
  "nbo_charge": [0.060, -0.587, 0.230, -0.304, -0.175, -0.020, 0.330, 0.264, 0.204, -0.469, -0.565, 0.391, 0.218, 0.231, 0.192]
}

---

(8)
{
  "formula": "C4H6BrClNS",
  "method": "ωB97M-V/def2-TZVPD",
  "energy_ev": -99127.772,
  "charge": 1,
  "lumo_energy_ev": -5.0,
  "e_homo_ha": -0.525,
  "homo_lumo_gap_ev": 9.344,
  "mol_weight_g_mol": 215.52,
  "elements": ["C", "C", "N", "C", "S", "C", "Cl", "Br", "H", "H", "H", "H", "H", "H"],
  "positions_angstrom": [[1.59, -0.36, -0.02], [0.25, 0.23, 0.58], [-0.66, -0.94, 0.54], [-1.83, -0.84, -0.01], [-2.18, 0.81, -0.60], [-0.37, 1.24, -0.47], [0.19, 1.07, -2.19], [-0.31, 3.08, 0.27], [1.35, -1.21, -0.71], [2.20, 0.41, -0.53], [2.22, -0.78, 0.80], [0.39, 0.73, 1.56], [-0.26, -1.80, 0.92], [-2.58, -1.64, -0.14]],
  "nbo_charge": [-0.632, -0.135, -0.466, 0.072, 0.442, -0.263, 0.062, 0.164, 0.232, 0.263, 0.244, 0.280, 0.454, 0.284]
}

---

(9)
{
  "formula": "C4H6BrFO2",
  "method": "ωB97M-V/def2-TZVPD",
  "energy_ev": -81097.746,
  "lumo_energy_ev": -0.8,
  "e_homo_ha": -0.339,
  "homo_lumo_gap_ev": 8.455,
  "mol_weight_g_mol": 184.99,
  "elements": ["C", "C", "C", "C", "O", "O", "F", "Br", "H", "H", "H", "H", "H", "H"],
  "positions_angstrom": [[-0.99, 0.52, 0.67], [-2.02, 1.64, 0.52], [1.20, -1.39, -1.03], [1.64, -0.71, 0.18], [-1.30, -0.59, 1.17], [0.16, 0.78, 0.17], [1.66, -1.32, 1.34], [3.04, 0.55, -0.19], [-1.64, 2.08, -0.40], [-1.91, 2.25, 1.31], [-2.95, 1.09, 0.36], [0.20, -1.86, -1.09], [1.16, -0.73, -1.82], [1.73, -2.31, -1.18]],
  "nbo_charge": [0.781, -0.702, -0.775, 0.653, -0.684, -0.638, -0.263, 0.134, 0.222, 0.227, 0.236, 0.286, 0.263, 0.261]
}

---

(10)
{
  "formula": "C4H6BrN",
  "method": "ωB97M-V/def2-TZVPD",
  "energy_ev": -75776.341,
  "lumo_energy_ev": 0.7,
  "e_homo_ha": -0.345,
  "smiles": "C/C=C/Br.C#N",
  "homo_lumo_gap_ev": 10.142,
  "mol_weight_g_mol": 148.00,
  "elements": ["C", "C", "C", "Br", "H", "H", "H", "H", "H", "C", "N", "H"],
  "positions_angstrom": [[-1.53, -0.81, -0.05], [-0.09, -0.99, 0.30], [0.91, -0.55, -0.44], [2.72, -0.84, 0.03], [-2.10, -0.47, 0.81], [-1.95, -1.78, -0.35], [-1.67, -0.12, -0.87], [0.11, -1.52, 1.22], [0.80, -0.03, -1.38], [0.91, 2.35, 0.25], [1.92, 2.73, -0.13], [-0.02, 2.03, 0.62]],
  "nbo_charge": [-0.642, -0.212, -0.280, 0.049, 0.218, 0.229, 0.213, 0.212, 0.216, 0.070, -0.303, 0.230]
}

---

(11)
{
  "formula": "C4H6BrNO",
  "method": "ωB97M-V/def2-TZVPD",
  "energy_ev": -77824.403,
  "lumo_energy_ev": 0.5,
  "e_homo_ha": -0.368,
  "smiles": "CC(C)=NC(=O)Br",
  "homo_lumo_gap_ev": 10.515,
  "mol_weight_g_mol": 164.00,
  "elements": ["C", "C", "C", "N", "C", "O", "Br", "H", "H", "H", "H", "H", "H"],
  "positions_angstrom": [[-0.84, -0.36, 0.92], [0.57, -0.12, 0.64], [1.13, 0.20, -0.64], [1.29, -0.47, 1.64], [2.68, -0.69, 1.73], [3.44, 0.01, 2.33], [3.16, -2.37, 1.08], [-1.44, 0.56, 1.35], [-0.88, -0.98, 1.76], [-1.34, -0.96, 0.14], [1.02, -0.57, -1.37], [0.75, 1.07, -1.19], [2.29, 0.40, -0.60]],
  "nbo_charge": [-0.665, 0.345, -0.702, -0.477, 0.564, -0.519, 0.003, 0.241, 0.245, 0.229, 0.253, 0.248, 0.236]
}

---

(12)
{
  "formula": "C4H6BrO4",
  "method": "ωB97M-V/def2-TZVPD",
  "energy_ev": -82475.438,
  "charge": -1,
  "lumo_energy_ev": [3.3, 3.4],
  "e_homo_ha": [-0.135, -0.154],
  "homo_lumo_gap_ev": [7.016, 7.552],
  "mol_weight_g_mol": 197.99,
  "elements": ["C", "C", "C", "C", "O", "O", "O", "O", "Br", "H", "H", "H", "H", "H", "H"],
  "positions_angstrom": [[0.94, 0.65, -1.16], [-1.39, 1.35, 0.99], [0.30, -2.43, -0.33], [1.58, -0.46, -0.23], [-0.17, 0.36, -1.62], [1.61, 1.67, -1.29], [-1.49, 0.07, 0.55], [1.27, -1.65, 0.08], [3.33, 0.15, 0.49], [-0.66, 1.96, 0.30], [-1.05, 1.38, 1.97], [-2.37, 2.01, 1.01], [0.10, -3.26, 0.45], [-0.53, -1.87, -0.79], [-1.48, 0.07, -0.43]],
  "nbo_charge": [0.706, -0.227, -0.223, 0.193, -0.787, -0.701, -0.755, -0.395, -0.091, 0.180, 0.158, 0.107, 0.145, 0.180, 0.510]
}